(1)
This record from the OMol25 dataset describes a structure of composition C27H28F7N3OS3Tl. The level of theory is ωB97M-V/def2-TZVPD.

The geometry in XYZ format:
```
70
Properties=species:S:1:pos:R:3:lowdin_charge:R:1
Tl 0.55628 1.18093 -0.28868 0.763
C -2.88253 4.30722 2.15450 -0.538
C -3.55373 4.00426 0.81310 -0.521
S -2.62413 2.88533 -0.28352 0.812
C -3.62933 1.37692 -0.30970 -0.551
C -3.63504 0.58988 0.98968 -0.523
S -1.98592 -0.05662 1.43239 0.797
C -1.80994 0.55778 3.13827 -0.517
C -1.56854 2.05661 3.29847 -0.512
S -3.09310 3.04987 3.44790 0.849
H -3.32173 5.21578 2.56939 0.062
H -1.81233 4.47053 2.02076 0.050
H -3.63821 4.93948 0.25263 0.062
H -4.55882 3.60178 0.95119 0.070
H -3.18039 0.78463 -1.10395 0.034
H -4.64996 1.63655 -0.59937 0.073
H -4.31602 -0.26186 0.90611 0.069
H -3.96172 1.21789 1.81006 0.020
H -0.92979 0.02173 3.50264 0.065
H -2.67625 0.21687 3.70877 0.068
H -0.97115 2.45006 2.47729 0.032
H -1.00150 2.22841 4.21380 0.069
N 0.71810 -8.94111 -4.60531 0.147
C 0.45405 -7.85276 -4.35670 -0.183
C 0.11194 -6.47968 -4.05902 -0.236
C -0.74333 -5.78149 -4.90218 -0.026
C -1.07690 -4.46738 -4.62774 -0.005
C -0.55171 -3.83446 -3.50933 -0.173
C 0.30753 -4.52804 -2.66552 0.015
C 0.63179 -5.84464 -2.93783 -0.011
N -0.89181 -2.49285 -3.22294 -0.019
C -1.32224 -1.52192 -4.11858 -0.053
C -1.50452 -0.39655 -3.37879 -0.128
N -1.22200 -0.64835 -2.04952 0.012
C -0.86618 -1.89473 -1.98835 -0.144
H -1.15255 -6.27858 -5.77136 0.120
H -1.76227 -3.93960 -5.27768 0.109
H 0.74655 -4.03203 -1.80705 0.109
H 1.30437 -6.38427 -2.28426 0.125
H -1.41019 -1.70253 -5.17770 0.110
H -1.80392 0.58767 -3.71121 0.107
H -0.58677 -2.41070 -1.07771 0.131
C 1.51635 4.69317 2.93682 0.011
C 1.53231 4.08116 1.52445 -0.530
O 0.64368 3.08955 1.35311 -0.340
C 1.21813 5.23378 0.51988 -0.533
F -0.02984 5.71401 0.75926 0.116
F 2.04907 6.30423 0.59604 0.120
F 1.23573 4.82058 -0.75886 0.132
C 2.98540 3.58566 1.26720 -0.546
F 3.12444 2.99765 0.06429 0.098
F 3.92760 4.56218 1.33013 0.124
F 3.32590 2.66332 2.19145 0.128
H 0.50603 5.04485 3.14481 0.084
H 2.21943 5.52276 3.03854 0.086
H 1.76891 3.90983 3.65052 0.091
F 5.36331 -4.38084 0.35940 -0.006
C 4.41590 -3.42055 0.61942 -0.319
C 3.08474 -3.77036 0.64409 -0.061
C 2.12904 -2.80003 0.92999 -0.080
C 2.46930 -1.45222 1.21662 -0.355
C 1.48152 -0.46330 1.54397 -0.253
C 3.85500 -1.15425 1.14516 -0.053
C 4.81053 -2.12024 0.85908 -0.043
H 2.80177 -4.80131 0.45579 0.101
H 1.07780 -3.08374 0.96089 0.095
H 1.81132 0.43534 2.06519 0.012
H 0.50424 -0.83855 1.84371 -0.031
H 4.17009 -0.13136 1.33422 0.103
H 5.86624 -1.87139 0.83185 0.108
```

Summary:
HOMO energy (hartree): -0.108
HOMO-LUMO gap (eV): 4.607
Total charge: -1

(2)
This record from the OMol25 dataset describes a structure of composition C27H28N3O2OsP. The level of theory is ωB97M-V/def2-TZVPD.

The geometry in XYZ format:
```
62
Properties=species:S:1:pos:R:3:lowdin_charge:R:1
N -1.95009 -0.52835 -0.99701 0.043
C -2.98671 -0.78770 -1.44056 -0.127
C -4.30167 -1.11647 -2.00164 0.027
H -4.42371 -2.19849 -2.03242 0.110
H -4.37887 -0.71404 -3.01094 0.126
H -5.08226 -0.68214 -1.37795 0.101
N 0.87452 2.04114 -0.38007 0.023
C 1.29759 3.11095 -0.50402 -0.113
C 1.83302 4.46775 -0.66000 0.022
H 1.57400 4.85083 -1.64623 0.116
H 2.91688 4.44610 -0.55244 0.116
H 1.40671 5.11679 0.10435 0.112
N 1.40048 -1.67473 0.55645 -0.008
C 2.09532 -2.52740 0.91502 -0.138
C 2.97588 -3.60823 1.37087 0.020
H 3.42798 -3.33167 2.32278 0.109
H 3.75924 -3.77667 0.63284 0.119
H 2.39512 -4.52102 1.49787 0.110
Os 0.00000 0.00000 0.00000 1.107
C 0.99751 0.60860 1.85439 -0.140
O 1.50447 0.92513 2.82544 0.216
C -1.47852 1.45553 0.70672 -0.139
O -2.24731 2.20690 1.08702 0.207
C 0.04569 -0.19411 -3.60847 -0.119
C 0.23422 -1.50739 -3.27537 -0.128
C 1.39513 -1.90119 -2.73931 -0.125
C 2.39210 -0.99016 -2.52069 -0.118
C 2.20738 0.29428 -2.84708 -0.112
C 1.02066 0.69720 -3.39545 -0.111
H -0.87753 0.12918 -4.06392 0.119
H -0.53759 -2.23763 -3.46337 0.116
H 1.54269 -2.94350 -2.50265 0.118
H 3.33931 -1.30141 -2.10845 0.120
H 3.00875 1.00037 -2.69361 0.123
H 0.86944 1.72639 -3.68201 0.122
C -1.53376 -3.19197 2.61327 -0.198
P -1.17505 -1.59446 1.72884 0.993
C -3.01033 -1.52214 1.42002 -0.302
C -3.67521 -2.58159 0.74730 -0.042
C -5.07070 -2.60895 0.62981 0.008
C -5.84162 -1.58148 1.16709 0.074
C -5.21901 -0.52507 1.81998 0.066
C -3.82890 -0.49794 1.94817 -0.028
C -0.61710 -0.88824 3.37317 -0.301
C 0.34227 -1.54985 4.18704 -0.020
C 0.74422 -1.01992 5.42027 0.055
C 0.22221 0.18819 5.87513 0.097
C -0.69381 0.87749 5.09262 0.049
C -1.10411 0.35319 3.86446 -0.054
H -1.91144 -3.97994 1.94141 0.069
H -2.25772 -3.04364 3.44571 0.105
H -0.62571 -3.66987 3.01028 0.062
H -3.12136 -3.39715 0.30719 0.137
H -5.55472 -3.42804 0.11592 0.151
H -6.92011 -1.60063 1.07720 0.162
H -5.81552 0.27288 2.24635 0.155
H -3.44927 0.32735 2.48648 0.076
H 0.81033 -2.47076 3.88652 0.114
H 1.47184 -1.54570 6.02481 0.152
H 0.54013 0.59903 6.82615 0.165
H -1.08129 1.83125 5.43137 0.154
H -1.77072 0.96844 3.31486 0.075
```

Summary:
⟨S²⟩: 6.050
2S+1: 5
Energy above the lowest of the compared OMol25 structures with the same formula, charge and spin (kcal/mol): 0.0
HOMO energy (alpha / beta) (hartree): -0.696 / -0.692
HOMO-LUMO gap (alpha / beta) (eV): 6.606 / 2.559
Total charge: +4

(3)
This record from the OMol25 dataset describes an isolated molecule of C27H28N4O2S. The level of theory is ωB97M-V/def2-TZVPD.

The geometry in XYZ format:
```
62
Properties=species:S:1:pos:R:3:lowdin_charge:R:1
C 3.95170 -3.04191 0.72706 -0.158
C 5.13306 -2.13770 0.36530 -0.158
N 4.80145 -0.76063 0.60030 -0.098
C 5.76482 0.31685 0.68551 -0.124
C 4.89190 1.58699 0.83080 -0.089
C 3.50173 1.10268 0.62205 -0.142
C 2.27501 1.73076 0.50883 0.026
C 1.14561 0.96523 0.14477 -0.168
C -0.18644 1.70775 0.01097 -0.179
C -1.47526 0.98121 0.43286 -0.165
C -2.65826 1.75311 0.37920 0.018
C -3.87494 1.11078 0.53219 -0.146
C -3.88126 -0.27527 0.77179 -0.153
N -5.14525 -0.75246 0.80637 -0.100
C -5.46516 -2.11673 1.11561 -0.163
C -4.30284 -3.03602 0.74948 -0.160
C -2.92684 -2.51161 1.21566 -0.138
C -2.73597 -1.05457 0.94631 -0.135
C -1.52431 -0.33841 0.91849 0.015
C -6.12355 0.30889 0.73538 -0.128
C -5.28170 1.57859 0.47314 -0.095
C 1.24981 -0.40350 -0.10668 0.004
C 2.43514 -1.08979 0.18206 -0.140
C 3.53582 -0.29540 0.50810 -0.150
C 2.60474 -2.56564 0.14759 -0.140
H 4.15591 -4.05749 0.37371 0.110
H 3.86123 -3.08439 1.82017 0.117
H 6.00972 -2.38670 0.97451 0.122
H 5.41492 -2.30372 -0.69102 0.127
H 6.44413 0.16572 1.53243 0.117
H 6.38743 0.35669 -0.21969 0.119
H 5.04175 2.03621 1.81972 0.119
H 5.16388 2.33579 0.08159 0.117
H 2.18494 2.79844 0.73700 0.124
H -0.10445 2.54788 0.69929 0.145
H -2.60362 2.83580 0.23047 0.128
H -5.70432 -2.22413 2.18887 0.125
H -6.36649 -2.39606 0.55651 0.122
H -4.47837 -4.02347 1.18679 0.110
H -4.27251 -3.14898 -0.34147 0.119
H -2.80942 -2.70856 2.29330 0.122
H -2.13296 -3.06828 0.70425 0.115
H -0.60860 -0.80030 1.29141 0.114
H -6.84380 0.11346 -0.06758 0.117
H -6.68473 0.36816 1.67808 0.118
H -5.50036 2.34533 1.22157 0.117
H -5.50619 1.98836 -0.51598 0.118
H 0.37563 -0.96512 -0.44257 0.120
H 2.50796 -2.89268 -0.89622 0.122
H 1.78603 -3.05048 0.69796 0.119
C -0.28734 2.34569 -1.37361 -0.093
C 0.86895 3.30499 -1.60472 -0.383
O 1.11209 4.26573 -0.87897 0.084
N 1.66483 3.07567 -2.72663 0.122
C 1.73156 1.91655 -3.48190 -0.813
S 3.09790 1.36042 -4.28583 0.625
N 0.51669 1.25531 -3.46848 0.115
C -0.44478 1.27599 -2.45105 -0.360
O -1.37538 0.48232 -2.49077 0.111
H -1.19478 2.96337 -1.44508 0.164
H 2.46311 3.69561 -2.84736 0.147
H 0.42039 0.51367 -4.16184 0.147
```

Summary:
Structure (SMILES): O=C1NC(=S)NC(=O)C1C(c1cc2c3c(c1)CCN3CCC2)c1cc2c3c(c1)CCN3CCC2
Energy above the lowest of the compared OMol25 structures with the same formula, charge and spin (kcal/mol): 6.4
HOMO energy (hartree): -0.248
HOMO-LUMO gap (eV): 6.593
Total charge: 0

(4)
This record from the OMol25 dataset describes a structure of composition C27H28N5OPSW. The level of theory is ωB97M-V/def2-TZVPD.

The geometry in XYZ format:
```
64
Properties=species:S:1:pos:R:3:lowdin_charge:R:1
W -0.47742 0.04817 -1.10126 1.246
C 1.07634 -1.98079 3.48475 -0.030
C 0.52664 -0.59479 3.72425 -0.256
C 0.29277 -0.22170 5.04208 -0.003
C -0.01343 1.10921 5.37908 -0.018
C -0.21860 1.99583 4.34592 -0.067
C -0.07768 1.66524 2.99134 -0.087
C 0.27342 0.34449 2.71812 -0.315
P 0.53401 -0.02701 0.96707 0.994
C -0.31440 -1.66374 0.69106 -0.397
C 0.62906 -2.68258 0.40852 -0.111
C 0.19373 -3.96982 0.34050 -0.033
C -1.14920 -4.33566 0.57558 0.012
C -2.05178 -3.36919 0.94738 -0.019
C -1.67825 -2.02536 1.01540 -0.249
C -2.80083 -1.05165 1.28378 -0.064
C 2.30614 -0.00485 0.54507 -0.303
C 3.38646 -0.14778 1.40756 -0.051
C 4.68066 -0.09163 0.88202 -0.039
C 4.92116 0.00248 -0.48438 -0.016
C 3.83492 0.02738 -1.34074 -0.027
C 2.57264 0.17544 -0.83266 -0.320
C 1.48886 0.54660 -1.79139 -0.238
H 1.61711 -2.21665 4.41477 0.101
H 1.79567 -2.05731 2.65185 0.067
H 0.27873 -2.71918 3.37202 0.096
H 0.30103 -0.98931 5.80686 0.130
H -0.12549 1.49287 6.36852 0.117
H -0.48656 3.04545 4.55119 0.125
H -0.21813 2.38756 2.16745 0.098
H 1.66328 -2.44258 0.15907 0.120
H 0.87941 -4.77119 0.14564 0.122
H -1.48479 -5.37762 0.47021 0.142
H -3.12395 -3.57279 1.11730 0.147
H -3.46019 -1.03234 0.40747 0.092
H -2.46494 0.00467 1.50054 0.038
H -3.39640 -1.41220 2.13929 0.110
H 3.29872 -0.17040 2.49511 0.123
H 5.53121 -0.17896 1.55171 0.123
H 5.93948 0.06659 -0.86196 0.130
H 3.97838 0.04931 -2.43602 0.142
H 1.75926 0.12953 -2.79297 0.095
H 1.46340 1.66509 -1.86636 0.083
O -1.77942 -2.68974 -2.72593 -0.061
N -1.22400 -1.54732 -2.38185 -0.164
C -1.15366 -0.72999 -3.55984 -0.291
C -1.59481 -1.35046 -4.71364 -0.141
N -2.13193 -2.19560 -5.33923 0.267
C -0.45153 0.49933 -3.45831 -0.415
N 0.08247 1.11927 -4.32522 0.246
C -3.87119 2.27900 -2.73991 -0.061
N -2.49369 2.65983 -2.98054 0.011
C -1.60106 2.53069 -1.98330 -0.689
S -2.01842 1.70200 -0.42641 0.736
N -0.44598 3.22815 -1.96907 -0.056
C 0.31179 3.82527 -3.09590 -0.032
H -4.48352 2.46677 -3.63800 0.121
H -4.29321 2.83684 -1.92222 0.086
H -3.83694 1.22932 -2.44660 0.074
H -2.24786 3.18025 -3.80596 0.160
H -0.08941 3.42882 -1.03962 0.128
H 0.42579 3.08631 -3.92156 0.060
H 1.32258 3.98742 -2.70168 0.100
H -0.10644 4.80501 -3.38595 0.109
```

Summary:
⟨S²⟩: 2.237
2S+1: 3
Energy above the lowest of the compared OMol25 structures with the same formula, charge and spin (kcal/mol): 12.3
HOMO energy (alpha / beta) (hartree): -0.508 / -0.543
HOMO-LUMO gap (alpha / beta) (eV): 5.541 / 6.650
Total charge: +2

| no. | DFT total energy (eV) | strongest force on any atom (eV/Å) |
| --- | --- | --- |
| 1 | -91195.077 | 0.57 |
| 2 | -48725.357 | 4.58 |
| 3 | -49345.583 | 1.85 |
| 4 | -59877.964 | 4.76 |